Record 1
This record from OMol25 describes a single CH5BrN2O molecule in a non-equilibrium geometry. The level of theory is ωB97M-V/def2-TZVPD.

```
10
Properties=species:S:1:pos:R:3:forces:R:3
O 1.50191 -0.85505 0.39305 3.11 0.92 1.97
C 0.32206 -0.54406 -0.15922 -2.61 -0.66 -0.63
N -0.17936 0.65649 0.57876 -3.94 0.09 -1.03
N -1.76336 1.12015 0.09587 3.82 -0.38 1.34
Br -3.01036 -0.28670 0.03023 0.39 0.01 -0.26
H 1.60791 -0.16247 1.07916 0.84 -0.63 -0.48
H -0.21137 -1.48373 0.00455 -1.31 0.35 -0.19
H 0.39035 -0.44312 -1.26905 -0.13 0.84 0.71
H -0.41173 0.42855 1.57555 0.34 -0.18 -1.20
H -1.48719 1.41087 -0.84062 -0.51 -0.36 -0.24
```
Forces are in eV/Å.

## Properties
* HOMO-LUMO gap: 9.8 eV

***

Record 2
This record from OMol25 describes a molecular structure, CH5BrN3 in a non-equilibrium geometry. The level of theory is ωB97M-V/def2-TZVPD.

```
10
Properties=species:S:1:pos:R:3:forces:R:3
C 1.00534 -1.23360 0.32203 0.11 -0.75 0.10
N -0.97098 1.37592 -0.70287 0.92 -0.75 1.93
N 0.88532 0.01000 0.50702 -1.22 0.20 -0.69
N 1.09478 -2.35093 0.00166 0.39 -1.23 0.51
Br -2.30633 0.96608 0.52501 -0.76 0.24 0.48
H -0.52721 2.25254 -0.47868 -0.30 0.67 -0.07
H -1.40415 1.39412 -1.58488 -0.26 -0.07 -1.57
H 1.18238 0.42580 1.37501 0.30 -0.08 0.19
H -0.08151 0.54725 -0.11512 1.07 -0.07 -0.51
H 1.12237 -3.38719 0.15081 -0.24 1.83 -0.36
```
Forces are in eV/Å.

## Properties
* total charge: +1
* HOMO-LUMO gap: 10.8 eV

***

Record 3
This record from OMol25 describes 2 unconnected molecules or ions with the total composition CH5BrP2. The level of theory is ωB97M-V/def2-TZVPD.

```
9
Properties=species:S:1:pos:R:3:forces:R:3
C 1.83417 -1.06652 0.27664 -0.09 0.20 -0.03
P -1.95135 0.06320 -0.47145 -0.22 -0.66 -0.42
P -0.57357 1.53451 0.21696 0.65 0.25 0.61
Br 3.36350 -0.07455 0.01796 0.13 0.05 -0.05
H 1.55387 -1.26050 1.29103 -0.10 -0.04 0.20
H 1.45046 -1.62173 -0.55639 -0.06 -0.05 -0.14
H -2.26530 -0.43093 0.79675 -0.04 -0.19 0.35
H -3.09790 0.86541 -0.48997 -0.33 0.26 -0.18
H -0.31387 1.99112 -1.08152 0.06 0.18 -0.35
```
Forces are in eV/Å.

## Properties
* HOMO-LUMO gap (spin up / spin down): 7.2 / 8.2 eV

***

Record 4
This record from OMol25 describes a molecular structure, CH5Cl2NP in a non-equilibrium geometry. The level of theory is ωB97M-V/def2-TZVPD.

```
10
Properties=species:S:1:pos:R:3:forces:R:3
C -0.45433 -1.19847 1.13915 1.50 0.00 -1.67
N -0.42552 1.12350 -0.77941 -0.49 2.30 0.81
P 0.74537 -0.47526 0.30187 -1.06 -0.13 -0.46
Cl 1.24532 -1.04809 -1.58393 -0.02 -0.04 1.20
Cl 2.30462 0.35084 1.18190 -0.67 0.08 -0.42
H -1.00390 -1.77312 0.40419 -0.58 -0.17 0.33
H -0.55909 -1.27764 2.19032 0.00 -0.01 0.67
H 0.05784 2.06723 -0.62982 -0.68 -1.58 -0.73
H -0.48634 0.89870 -1.78718 0.17 0.43 0.66
H -1.42396 1.33230 -0.43708 1.82 -0.86 -0.40
```
Forces are in eV/Å.

## Properties
* total charge: +1
* HOMO-LUMO gap: 8.8 eV